[1]
Density functional theory data (ωB97M-V/def2-TZVPD) for a cluster of 2 separate species, C5H11NO in total.

Results
- Net charge: 0
- E_HOMO (alpha / beta): -7.41 / -7.41 eV

```
18
C5H11NO | OMol25 | ωB97M-V/def2-TZVPD
C 1.925 1.612 0.758
C -1.336 1.017 0.819
N -0.799 -0.117 0.490
C -0.835 -1.529 0.860
C -0.030 -0.932 -0.224
C 0.109 -1.095 -1.694
O -1.055 -1.607 -2.337
H 1.592 1.820 1.777
H 1.592 2.415 0.093
H 3.015 1.527 0.734
H -1.895 1.079 1.744
H -1.136 1.896 0.218
H -0.363 -1.790 1.810
H -1.805 -2.008 0.681
H 1.487 0.662 0.439
H 0.411 -0.130 -2.129
H 0.907 -1.811 -1.911
H -1.783 -1.008 -2.128
```

=====

[2]
Density functional theory data (ωB97M-V/def2-TZVPD) for a cluster of 2 separate species, C12H27FNO in total.

Results
- Net charge: +1
- E_HOMO: -13.36 eV

```
42
C12H27FNO | OMol25 | ωB97M-V/def2-TZVPD
C 3.491 -1.802 2.638
C 3.148 -2.359 1.282
F 3.519 -3.679 1.188
N 1.675 -2.364 0.965
C 1.115 -0.975 0.771
C 0.498 -0.341 2.032
O 0.124 -1.273 3.018
C -0.318 -2.489 2.461
C 0.873 -3.242 1.906
H 2.931 -0.906 2.889
H 4.548 -1.537 2.629
H 3.343 -2.546 3.418
H 3.644 -1.820 0.475
H 1.616 -2.816 0.055
H 0.383 -1.036 -0.029
H 1.931 -0.347 0.414
H 1.203 0.346 2.494
H -0.365 0.248 1.706
H -0.754 -3.074 3.268
H -1.095 -2.337 1.705
H 0.528 -4.112 1.347
H 1.522 -3.603 2.695
C 0.704 2.325 -1.564
C -0.588 3.116 -1.399
C -1.725 2.290 -0.799
C -2.148 1.074 -1.627
C -2.585 1.389 -3.057
C -3.804 2.302 -3.129
H 0.577 1.485 -2.250
H 1.505 2.951 -1.956
H 1.032 1.931 -0.594
H -0.886 3.530 -2.364
H -0.402 3.973 -0.747
H -2.588 2.939 -0.637
H -1.422 1.945 0.197
H -2.972 0.572 -1.108
H -1.326 0.348 -1.661
H -2.814 0.448 -3.563
H -1.757 1.837 -3.613
H -4.656 1.856 -2.611
H -4.096 2.474 -4.165
H -3.609 3.277 -2.679
```

=====

[3]
Density functional theory data (ωB97M-V/def2-TZVPD) for a structure of composition C19H20Cl2IrN3O7S.

Results
- Net charge: +1
- E_HOMO (alpha / beta): -10.95 / -10.93 eV
- 2S+1: 2

```
53
C19H20Cl2IrN3O7S | OMol25 | ωB97M-V/def2-TZVPD
Ir 0.700 0.456 0.382
O 0.944 2.749 1.660
C -0.931 3.425 -0.050
C -1.768 2.463 0.748
N -1.702 1.066 0.301
C -2.329 0.198 1.285
C -1.407 0.045 2.562
O -1.934 0.031 3.644
O -0.178 -0.084 2.283
C -2.214 0.876 -1.038
C -1.062 0.950 -2.143
O -1.383 1.377 -3.222
O 0.047 0.509 -1.750
H 1.245 3.506 2.180
H -1.105 3.398 -1.120
H -1.008 4.436 0.332
H -2.817 2.807 0.701
H -1.462 2.491 1.797
H -2.433 -0.811 0.882
H -3.311 0.563 1.605
H -2.975 1.613 -1.308
H -2.633 -0.123 -1.161
Cl 3.253 0.563 -0.067
C 3.834 2.181 0.078
C 5.203 2.416 0.138
C 5.664 3.717 0.248
C 4.783 4.782 0.322
C 3.416 4.532 0.282
Cl 2.276 5.822 0.406
C 2.947 3.235 0.164
S 1.016 2.987 0.024
H 5.889 1.587 0.098
H 6.726 3.902 0.280
H 5.146 5.794 0.412
O -4.714 -3.567 -1.676
C -3.756 -4.581 -1.744
N -2.571 -4.038 -1.125
C -1.358 -4.619 -1.239
O -1.147 -5.620 -1.881
C -0.271 -3.905 -0.482
C 0.650 -4.628 0.268
C 1.639 -3.942 0.955
C 1.675 -2.560 0.867
N 0.818 -1.876 0.117
C -0.128 -2.524 -0.550
H -5.539 -3.873 -2.069
H -3.510 -4.864 -2.778
H -4.087 -5.486 -1.204
H -2.745 -3.283 -0.482
H 0.583 -5.706 0.305
H 2.370 -4.466 1.548
H 2.417 -1.992 1.406
H -0.763 -1.930 -1.189
```

=====

[4]
Density functional theory data (ωB97M-V/def2-TZVPD) for a cluster of 2 separate species, C5H11NO4 in total.

Results
- Net charge: 0
- SMILES string: CC(=O)[C@@H](C)O.C=[N+]([O-])O
- E_HOMO: -9.37 eV

```
21
C5H11NO4 | OMol25 | ωB97M-V/def2-TZVPD
C -1.828 0.753 -0.574
C -0.637 -0.003 -0.732
O 0.273 0.158 -1.538
C -0.409 -1.185 0.306
C -1.391 -2.266 -0.069
O 0.956 -1.488 0.356
H -2.789 0.142 -0.463
H -1.894 1.555 -1.362
H -1.816 1.254 0.347
H -0.738 -0.712 1.321
H -2.294 -1.902 -0.167
H -1.375 -3.012 0.777
H -0.887 -2.813 -1.041
H 1.189 -1.138 -0.477
C 2.194 2.321 -0.048
N 1.628 1.511 0.754
O 0.419 1.334 1.000
O 2.474 0.449 1.277
H 3.377 2.285 -0.128
H 1.642 3.156 -0.568
H 1.906 -0.399 1.027
```

=====

[5]
Density functional theory data (ωB97M-V/def2-TZVPD) for a structure of composition C23H23Br2ClNO4Zr.

Results
- Net charge: +1
- E_HOMO: -11.26 eV

```
55
C23H23Br2ClNO4Zr | OMol25 | ωB97M-V/def2-TZVPD
Zr 0.248 1.165 -0.166
C -1.813 -0.367 -2.728
C -1.278 -1.359 -1.744
C -1.624 -2.716 -1.884
C -1.091 -3.666 -1.057
C -0.163 -3.284 -0.067
C 0.490 -4.160 0.839
Br 0.123 -6.009 0.788
C 1.385 -3.683 1.752
C 1.690 -2.308 1.812
Br 2.919 -1.669 3.071
C 1.086 -1.433 0.948
O 1.308 -0.111 0.919
C 0.144 -1.917 0.015
N -0.435 -0.964 -0.793
H -2.786 -0.682 -3.098
H -1.136 -0.323 -3.585
H -1.911 0.629 -2.309
H -2.321 -2.990 -2.663
H -1.364 -4.707 -1.161
H 1.876 -4.356 2.441
C 2.259 3.264 -0.579
C 2.459 2.499 -1.889
C 2.496 3.461 -3.069
C 1.359 1.434 -2.034
H 3.056 3.983 -0.386
H 2.291 2.601 0.311
H 1.319 3.826 -0.573
H 3.419 1.983 -1.827
H 1.546 3.994 -3.159
H 2.671 2.925 -4.002
H 3.287 4.203 -2.947
H 1.754 0.456 -2.329
H 0.616 1.715 -2.795
C -3.902 3.132 4.502
C -2.599 2.383 4.575
C -1.840 2.400 5.741
C -0.667 1.670 5.842
Cl 0.239 1.719 7.316
C -0.224 0.885 4.791
C -0.964 0.869 3.623
C -2.120 1.625 3.510
O -2.837 1.532 2.316
C -2.880 2.726 1.531
C -1.720 2.553 0.581
O -1.842 1.830 -0.463
O -0.541 2.894 0.920
H -4.359 3.184 5.488
H -4.604 2.641 3.829
H -3.759 4.159 4.158
H -2.181 2.974 6.593
H 0.677 0.296 4.890
H -0.653 0.241 2.797
H -2.752 3.619 2.137
H -3.827 2.749 0.999
```

=====

[6]
Density functional theory data (ωB97M-V/def2-TZVPD) for a structure of composition C8H12F6IrN15O4S2.

Results
- Net charge: +1
- E_HOMO (alpha / beta): -12.89 / -13.17 eV
- 2S+1: 2

```
48
C8H12F6IrN15O4S2 | OMol25 | ωB97M-V/def2-TZVPD
Ir -0.032 0.013 -0.011
C 2.243 2.412 4.283
N 1.724 1.221 3.648
C 2.304 -0.056 4.003
C 0.719 1.273 2.751
N 0.218 0.237 2.150
N 0.184 2.522 2.499
C -0.657 2.867 1.470
N -1.077 4.145 1.478
N -1.007 2.026 0.556
H 3.194 2.184 4.756
H 1.564 2.768 5.065
H 2.434 3.202 3.554
H 3.168 0.110 4.641
H 2.621 -0.613 3.114
H 1.584 -0.668 4.549
H 0.602 -0.658 2.430
H 0.466 3.266 3.121
H -0.897 4.772 2.241
H -1.683 4.481 0.746
H -1.595 2.412 -0.179
N -1.600 -1.476 -2.831
C -1.389 -2.185 -1.705
N -1.261 -3.512 -1.632
N -1.080 -3.765 -0.390
N -1.123 -2.714 0.345
N -1.295 -1.675 -0.435
C -1.600 -0.124 -2.867
N -2.057 0.637 -3.866
N -1.946 1.852 -3.447
N -1.444 1.918 -2.266
N -1.217 0.690 -1.844
H -1.796 -1.977 -3.693
F 4.808 -2.230 0.292
C 4.062 -1.735 -0.684
F 3.976 -2.596 -1.675
F 4.642 -0.625 -1.132
S 2.358 -1.278 -0.023
O 1.371 -1.688 -1.003
O 2.367 0.173 0.111
N 2.160 -1.859 1.412
S 2.483 -3.437 1.592
O 2.386 -4.058 0.317
O 3.619 -3.620 2.415
C 1.039 -3.937 2.711
F -0.013 -4.424 2.086
F 1.452 -4.814 3.607
F 0.660 -2.832 3.377
```

=====

[7]
Density functional theory data (ωB97M-V/def2-TZVPD) for the molecule C7H5F5.

Results
- Net charge: 0
- SMILES string: C[C@]12C(F)=C(F)[C@@]1(F)[C@@H](F)[C@H]2F
- E_HOMO: -10.01 eV

```
17
C7H5F5 | OMol25 | ωB97M-V/def2-TZVPD
C 0.356 1.231 0.374
C -0.744 0.365 -0.033
C -2.296 1.261 -0.059
F -2.460 2.443 -0.646
C -2.852 0.328 0.662
F -4.060 0.101 1.126
C -1.724 -0.673 0.739
F -1.432 -1.206 2.018
C -1.705 -1.612 -0.475
F -2.888 -1.817 -1.078
C -0.805 -0.602 -1.241
F -1.373 -0.126 -2.349
H 0.157 2.147 0.919
H 1.031 1.379 -0.538
H 1.115 0.818 1.197
H -1.193 -2.468 -0.226
H 0.074 -1.030 -1.502
```